No. 1
A structure of composition C11H30ClIO2P3Pm at a distorted geometry. Source: the Open Molecules 2025 dataset; level of theory: wB97M-V/def2-TZVPD.

```
49
Properties=species:S:1:pos:R:3
C 0.089 0.774 -6.696
C 0.107 1.668 -5.532
H 0.085 1.356 -7.638
H -0.810 0.137 -6.638
H 0.980 0.127 -6.652
O 0.086 2.820 -5.292
I 0.237 0.295 -3.295
Pm 0.179 -0.353 -0.395
P 3.097 0.088 -0.421
C 4.147 1.177 0.620
C 3.683 -1.550 0.183
H 4.777 -1.591 0.089
H 5.094 -0.105 -1.825
H 3.223 -2.353 -0.408
H 3.601 -0.474 -2.736
H 3.836 1.106 1.670
H 3.396 -1.682 1.236
C 4.050 0.190 -1.988
H 5.205 0.894 0.539
H 4.024 1.220 -2.367
H 4.029 2.218 0.292
P -2.776 0.012 -0.144
C -3.941 1.153 0.711
C -3.400 0.205 -1.863
H -3.011 -2.408 -0.161
H -4.608 -1.578 -0.054
H -3.562 -1.719 1.394
C -3.570 -1.586 0.305
H -2.837 -0.456 -2.538
H -4.468 -0.056 -1.879
H -4.976 0.845 0.503
H -3.786 2.175 0.339
H -3.263 1.249 -2.178
H -3.773 1.138 1.795
Cl 0.000 -2.883 -0.593
C 1.159 -0.192 4.381
P -0.215 -0.153 3.247
C -1.156 1.353 3.438
C -1.255 -1.579 3.555
O 0.355 -0.206 1.817
H 0.864 0.217 5.356
H 1.987 0.377 3.951
H 1.483 -1.233 4.505
H -0.447 2.189 3.475
H -1.843 1.506 2.591
H -1.711 1.324 4.389
H -1.705 -1.963 2.625
H -0.625 -2.360 4.001
H -2.033 -1.327 4.288
```

The value obtained for the energy relative to the best compared isomer or geometry (same formula, charge and spin) is 0.0000 eV. For the HOMO energy (spin up / spin down), the calculation gives -15.0 / -15.0 eV. As for the total charge: +2. The LUMO energy (spin up / spin down) comes out at -6.973 / -6.927 eV. The multiplicity is 5. As for the frontier orbital gap (spin up / spin down): 8.07 / 8.12 eV.

---

No. 2
A structure of composition C21H27BN3O6V at a distorted geometry. Source: the Open Molecules 2025 dataset; level of theory: wB97M-V/def2-TZVPD.

```
59
Properties=species:S:1:pos:R:3
V -1.144 -0.361 0.074
O 1.721 3.425 5.826
C 0.969 2.347 6.106
O 0.672 2.098 7.239
C 0.535 1.475 4.962
C 0.730 1.778 3.618
C 0.241 0.942 2.633
C -0.461 -0.221 2.960
C -0.626 -0.542 4.310
C -0.140 0.301 5.288
N -0.965 -0.980 1.883
C -1.634 -2.116 2.063
C -2.071 -2.777 0.883
C -2.772 -3.988 0.842
C -3.062 -4.549 -0.380
C -2.640 -3.907 -1.552
C -1.989 -2.701 -1.456
N -1.734 -2.117 -0.269
H 1.945 3.491 4.895
H 1.268 2.665 3.305
H 0.428 1.167 1.585
H -1.138 -1.442 4.618
H -0.276 0.067 6.335
H -1.828 -2.549 3.034
H -3.066 -4.461 1.768
H -3.605 -5.482 -0.437
H -2.825 -4.341 -2.524
H -1.646 -2.163 -2.330
N -3.565 3.630 -1.746
C -2.758 2.589 -2.371
C -2.313 1.614 -1.302
O -2.574 1.973 -0.064
O -1.732 0.555 -1.511
H -3.242 4.562 -1.970
H -3.100 2.817 -0.155
H -4.539 3.573 -2.011
H -1.852 2.992 -2.828
H -3.270 2.028 -3.152
C 3.575 -1.527 -1.489
C 2.408 -0.890 -2.238
C 2.474 -1.274 -3.707
O 1.188 -1.426 -1.661
B 0.679 -0.508 -0.794
O 1.349 0.697 -0.846
C 2.274 0.648 -1.971
C 3.560 1.352 -1.582
C 1.593 1.393 -3.118
H 3.493 -2.610 -1.576
H 3.547 -1.266 -0.431
H 4.528 -1.213 -1.915
H 2.625 -2.350 -3.791
H 3.315 -0.773 -4.188
H 1.557 -1.019 -4.236
H 3.980 0.933 -0.670
H 3.350 2.407 -1.406
H 4.296 1.273 -2.383
H 0.660 0.899 -3.394
H 2.244 1.449 -3.990
H 1.365 2.407 -2.786
```

For the HOMO energy (spin up / spin down), the calculation gives -9.6 / -11.4 eV. As for the total charge: +1. The LUMO energy (spin up / spin down) comes out at -3.085 / -3.802 eV. The multiplicity is 4. As for the frontier orbital gap (spin up / spin down): 6.54 / 7.64 eV.

---

No. 3
A structure of composition C15H17Br2IrN6O2S. Source: the Open Molecules 2025 dataset; level of theory: wB97M-V/def2-TZVPD.

```
44
Properties=species:S:1:pos:R:3
Ir -0.485 -0.265 -0.094
O 2.188 2.238 -3.993
C 2.396 1.011 -4.320
C 3.174 0.790 -5.506
C 3.466 -0.484 -5.904
C 2.996 -1.565 -5.146
C 2.211 -1.362 -3.980
C 1.892 -0.106 -3.551
C 1.071 0.095 -2.333
O 0.597 -0.944 -1.727
N 0.910 1.345 -1.942
N 0.144 1.441 -0.805
C -0.178 2.534 -0.222
C -1.000 2.360 0.975
C -1.447 3.419 1.736
C -2.223 3.159 2.863
C -2.527 1.849 3.176
C -2.049 0.825 2.366
N -1.297 1.062 1.294
H 1.654 2.276 -3.146
H 3.513 1.665 -6.045
H 4.056 -0.659 -6.792
H 3.230 -2.577 -5.449
H 1.865 -2.220 -3.422
H 0.137 3.502 -0.594
H -1.192 4.433 1.455
H -2.582 3.973 3.479
H -3.133 1.602 4.035
H -2.278 -0.208 2.578
N -1.128 -2.371 -0.189
N -2.364 -2.590 -0.835
C -3.010 -1.581 -1.425
N -4.115 -1.818 -2.104
S -2.454 0.021 -1.246
H -0.387 -2.703 -0.809
H -1.111 -2.906 0.678
H -2.660 -3.550 -0.958
H -4.528 -2.737 -2.179
H -4.613 -1.057 -2.542
Br 1.711 -0.331 1.285
C 1.562 -1.654 2.754
Br -0.206 -2.303 2.991
H 1.875 -1.121 3.644
H 2.229 -2.464 2.487
```

The value obtained for the energy relative to the best compared isomer or geometry (same formula, charge and spin) is 0.0000 eV. For the HOMO energy (spin up / spin down), the calculation gives -17.8 / -17.8 eV. As for the total charge: +3. The LUMO energy (spin up / spin down) comes out at -9.751 / -11.544 eV. The multiplicity is 2. As for the frontier orbital gap (spin up / spin down): 8.01 / 6.23 eV.

---

Question: Look up the multiplicity of the third one.
Answer: 2

---

Question: Which of these has the highest multiplicity?
Answer: C11H30ClIO2P3Pm

---

Question: Number 2 is which compound?
Answer: C21H27BN3O6V